Record 1
{"formula": "C41H30BrN2O2PRe", "method": "ωB97M-V with the def2-TZVPD basis set", "species": ["Re", "Br", "C", "C", "C", "C", "O", "C", "C", "N", "C", "C", "C", "C", "C", "C", "C", "C", "N", "C", "C", "H", "H", "H", "H", "H", "H", "H", "H", "H", "H", "O", "P", "C", "C", "C", "C", "C", "C", "C", "C", "C", "C", "C", "C", "C", "C", "C", "C", "C", "C", "H", "H", "H", "H", "H", "H", "H", "H", "H", "H", "H", "H", "H", "H", "H", "C", "C", "C", "C", "C", "C", "C", "H", "H", "H", "H", "H"], "coordinates": [[0.75393, 0.49455, -0.47441], [-1.12240, 0.30975, -7.75902], [-0.82858, 0.13849, -5.92262], [-1.43326, -0.91527, -5.21692], [-1.22283, -1.08864, -3.86078], [-0.40329, -0.18869, -3.20485], [-0.16893, -0.31809, -1.87814], [0.19823, 0.88494, -3.86926], [0.99770, 1.83992, -3.19688], [1.37900, 1.84832, -1.94140], [2.17461, 2.95834, -1.47211], [2.81852, 3.89212, -2.23793], [3.48301, 4.97343, -1.61786], [3.49494, 5.10877, -0.25787], [2.87018, 4.13159, 0.55328], [2.86258, 4.15840, 1.96382], [2.27798, 3.13340, 2.66133], [1.69786, 2.07142, 1.96482], [1.65976, 2.03689, 0.63671], [2.23169, 3.05332, -0.07692], [-0.02840, 1.03497, -5.25663], [-2.07573, -1.60426, -5.74951], [-1.68136, -1.90136, -3.31263], [1.33057, 2.67554, -3.80294], [2.84903, 3.82892, -3.31705], [3.98405, 5.70066, -2.24142], [3.98996, 5.94899, 0.21118], [3.32972, 4.98545, 2.48447], [2.27469, 3.11456, 3.74157], [1.27815, 1.22232, 2.48492], [0.43614, 1.85503, -5.78948], [-0.40147, 0.02599, 0.96466], [-1.79233, -0.68889, 1.34820], [-1.64054, -1.26497, 3.01308], [-2.30325, -2.43407, 3.39427], [-2.22161, -2.86695, 4.70783], [-1.47558, -2.14798, 5.63187], [-0.81658, -0.98339, 5.25528], [-0.89928, -0.53757, 3.94813], [-2.03379, -2.04023, 0.23015], [-3.32584, -2.30738, -0.22769], [-3.55926, -3.44332, -0.99107], [-2.51049, -4.29554, -1.30491], [-1.21893, -4.02405, -0.85904], [-0.98022, -2.90426, -0.08521], [-3.08308, 0.50585, 1.17561], [-3.99405, 0.69665, 2.21476], [-5.02506, 1.61347, 2.06211], [-5.13765, 2.34240, 0.88901], [-4.22690, 2.15859, -0.14942], [-3.20437, 1.24081, -0.01082], [-2.87681, -3.00705, 2.67557], [-2.73543, -3.76956, 5.00892], [-1.40953, -2.49523, 6.65435], [-0.25041, -0.42176, 5.98587], [-0.42042, 0.39055, 3.66347], [-4.14266, -1.63529, 0.00481], [-4.56043, -3.66162, -1.33740], [-2.69845, -5.18262, -1.89539], [-0.40866, -4.69677, -1.10653], [0.02122, -2.71253, 0.28476], [-3.90251, 0.13683, 3.13688], [-5.73534, 1.76098, 2.86403], [-5.94173, 3.05746, 0.77641], [-4.32894, 2.72681, -1.06400], [-2.52273, 1.07259, -0.83979], [2.17658, -0.48037, -0.29324], [3.29134, -1.31306, -0.15780], [4.23427, -1.40118, -1.20233], [5.32087, -2.23457, -1.05451], [5.46702, -2.97899, 0.11478], [4.53886, -2.89726, 1.15197], [3.44868, -2.06535, 1.02621], [4.10032, -0.81490, -2.10209], [6.05777, -2.31256, -1.84167], [6.32152, -3.63499, 0.22039], [4.67837, -3.48100, 2.05123], [2.71999, -1.97750, 1.82287]], "forces_ev_per_angstrom": [[-0.34, -0.52, 0.24], [-0.02, 0.02, -0.07], [-0.02, -0.06, 0.11], [0.03, 0.05, 0.00], [0.03, -0.01, -0.03], [-0.04, -0.21, 0.37], [0.18, 0.31, -0.46], [-0.04, 0.09, -0.15], [0.07, 0.03, 0.05], [0.14, 0.33, -0.18], [-0.09, -0.15, -0.18], [0.08, 0.05, 0.01], [-0.03, -0.05, -0.01], [-0.02, -0.01, 0.01], [0.06, 0.05, 0.02], [0.01, 0.04, 0.00], [0.00, -0.06, 0.01], [0.09, -0.01, 0.00], [-0.07, 0.29, -0.06], [0.02, -0.08, 0.11], [0.02, -0.02, 0.05], [0.01, 0.00, -0.01], [0.00, 0.00, -0.01], [-0.02, 0.00, -0.03], [0.01, 0.01, 0.00], [-0.01, 0.00, 0.00], [0.01, -0.01, 0.00], [0.01, -0.01, 0.00], [-0.01, 0.01, 0.00], [-0.05, 0.02, 0.02], [-0.01, 0.00, -0.01], [-0.08, -0.24, 0.09], [-0.05, 0.09, 0.17], [0.14, -0.06, 0.01], [0.02, -0.03, -0.07], [0.01, -0.01, 0.04], [-0.03, -0.04, 0.00], [0.01, 0.04, -0.02], [-0.11, 0.06, 0.04], [-0.05, -0.04, -0.09], [0.02, 0.05, -0.09], [-0.01, 0.02, -0.02], [-0.01, 0.00, 0.00], [0.00, 0.00, -0.02], [0.02, -0.01, 0.08], [0.00, 0.14, 0.07], [0.03, 0.01, 0.02], [0.00, 0.02, 0.02], [0.00, -0.01, 0.00], [0.00, 0.00, 0.00], [-0.01, -0.08, -0.03], [0.02, 0.01, -0.01], [0.00, 0.00, 0.00], [-0.01, 0.01, 0.00], [0.00, 0.00, -0.01], [0.03, 0.01, 0.00], [0.00, -0.03, 0.03], [0.00, 0.00, 0.00], [0.00, 0.00, 0.00], [0.00, 0.00, 0.02], [0.01, 0.00, 0.02], [0.00, 0.00, -0.01], [0.00, -0.01, 0.00], [0.00, 0.00, 0.00], [0.00, -0.01, 0.00], [0.02, -0.01, -0.01], [0.02, 0.11, 0.02], [-0.03, -0.06, 0.03], [-0.01, 0.00, -0.01], [0.00, 0.01, 0.01], [0.03, -0.03, 0.00], [0.00, 0.02, -0.01], [0.01, 0.04, 0.01], [0.00, -0.02, -0.01], [0.00, 0.00, 0.00], [0.00, 0.01, 0.00], [0.00, 0.00, -0.01], [0.00, -0.02, -0.02]], "charge": 3, "spin_multiplicity": 1}

=====

Record 2
{"formula": "C4H5N3", "method": "ωB97M-V with the def2-TZVPD basis set", "species": ["N", "C", "C", "N", "C", "N", "C", "H", "H", "H", "H", "H"], "coordinates": [[-2.06768, 0.13680, 0.37254], [-0.76195, -0.02168, 0.43430], [0.15026, 0.59298, -0.45556], [1.32190, 0.97032, 0.29229], [2.02445, -0.11709, 0.44989], [1.53246, -1.29864, -0.01623], [0.30286, -0.99234, -0.41471], [-2.49290, 0.88761, -0.16270], [-2.68922, -0.39542, 0.96356], [-0.11333, 1.19361, -1.33438], [2.97042, -0.09842, 0.98572], [-0.31170, -1.70374, -0.96166]], "forces_ev_per_angstrom": [[0.03, -0.02, 0.09], [-0.20, 0.32, -0.05], [-0.16, 0.12, -0.04], [0.13, -0.29, 0.05], [0.10, 0.09, 0.18], [-0.21, 0.22, -0.08], [0.14, -0.35, -0.21], [0.07, -0.07, 0.02], [0.12, 0.01, -0.07], [0.02, -0.11, 0.09], [-0.14, 0.02, -0.11], [0.11, 0.07, 0.12]], "spin_multiplicity": 1, "relative_energy_kj_mol": 389.1}

=====

Record 3
{"formula": "C37H45F15O12", "method": "ωB97M-V with the def2-TZVPD basis set", "species": ["C", "C", "C", "C", "C", "C", "C", "C", "C", "C", "C", "C", "C", "C", "O", "C", "C", "C", "O", "H", "H", "H", "H", "H", "H", "H", "H", "H", "H", "H", "H", "H", "H", "H", "H", "H", "H", "H", "H", "C", "C", "O", "C", "O", "C", "F", "F", "F", "H", "H", "H", "H", "H", "C", "C", "O", "C", "O", "C", "F", "F", "F", "H", "H", "H", "H", "H", "C", "C", "O", "C", "O", "C", "F", "F", "F", "H", "H", "H", "H", "H", "C", "C", "O", "C", "O", "C", "F", "F", "F", "H", "H", "H", "H", "H", "C", "C", "O", "C", "O", "C", "F", "F", "F", "H", "H", "H", "H", "H"], "coordinates": [[6.22663, 0.25869, 0.80333], [5.11777, 1.17474, 1.51638], [4.75178, 2.44126, 0.66356], [3.54721, 3.29126, 1.22679], [2.27748, 2.36305, 1.36642], [0.96012, 3.17873, 1.77708], [0.19463, 2.40289, 2.91142], [-1.32183, 2.14574, 2.63946], [-2.00888, 1.26141, 3.60842], [-3.40683, 0.90223, 3.53231], [-4.17370, 1.43677, 2.40628], [-3.50763, 2.29476, 1.42235], [-2.09040, 2.66843, 1.52685], [-4.39927, 2.77794, 0.24030], [-4.17153, 3.76641, -0.41910], [-5.63508, 1.89136, -0.12172], [-6.22198, 1.09249, 0.80366], [-5.68379, 1.08551, 2.27034], [-6.40395, 0.84820, 3.22058], [6.60918, 0.73694, -0.12636], [5.71430, -0.70154, 0.50765], [7.02845, -0.03613, 1.51836], [4.25888, 0.49393, 1.73236], [5.58827, 1.49021, 2.49202], [5.66798, 3.08901, 0.63890], [4.47307, 2.09880, -0.36541], [3.80305, 3.63031, 2.27012], [3.33595, 4.16471, 0.54817], [2.51725, 1.62366, 2.17583], [2.05617, 1.87537, 0.38332], [1.28040, 4.20636, 2.10887], [0.37956, 3.32381, 0.83579], [0.24575, 2.97583, 3.88051], [0.64272, 1.39671, 3.14822], [-1.41832, 0.84783, 4.46487], [-3.81531, 0.22093, 4.30662], [-1.62812, 3.33696, 0.77458], [-6.02632, 1.90399, -1.17036], [-7.08131, 0.43801, 0.54159], [-6.95561, -3.02938, 3.77085], [-5.54380, -2.85483, 3.25158], [-4.95165, -4.13140, 2.95471], [-5.25764, -4.65568, 1.76293], [-5.97659, -4.14265, 0.95530], [-4.52170, -5.98143, 1.56498], [-4.57011, -6.76471, 2.66007], [-3.21906, -5.79100, 1.28551], [-5.02517, -6.70308, 0.55722], [-6.96730, -3.70446, 4.62905], [-7.37589, -2.06822, 4.07017], [-7.60253, -3.46900, 3.00972], [-4.92492, -2.39293, 4.02127], [-5.51844, -2.20016, 2.37858], [11.74536, -3.99469, 1.67770], [11.50875, -3.96568, 0.18172], [10.22172, -3.40080, -0.11921], [10.16061, -2.06453, -0.14950], [11.08608, -1.33423, 0.05746], [8.75111, -1.60843, -0.52937], [7.79778, -2.29623, 0.12336], [8.51244, -1.77575, -1.84350], [8.54574, -0.31131, -0.26012], [10.93189, -4.51813, 2.18402], [12.68625, -4.49611, 1.90831], [11.78116, -2.98474, 2.08946], [11.49996, -4.98315, -0.20979], [12.30059, -3.42611, -0.34058], [-4.13621, -9.76256, 4.53392], [-3.49955, -8.66692, 5.36475], [-3.68705, -8.92299, 6.76735], [-2.81642, -9.76800, 7.33066], [-1.91988, -10.31061, 6.75213], [-3.10530, -9.90486, 8.82640], [-4.41805, -10.04597, 9.08189], [-2.69058, -8.82102, 9.50907], [-2.49132, -10.96398, 9.36737], [-5.18810, -9.88357, 4.80056], [-4.06586, -9.52996, 3.47059], [-3.64958, -10.72319, 4.71107], [-3.98713, -7.71517, 5.15308], [-2.44093, -8.54578, 5.12895], [-2.79997, 2.49641, -2.81707], [-2.28332, 3.79340, -3.40141], [-1.26224, 3.54009, -4.38352], [-1.69259, 3.23513, -5.61138], [-2.84356, 3.15817, -5.93299], [-0.50440, 3.04297, -6.55473], [0.47590, 2.30675, -6.00279], [0.04572, 4.22141, -6.90269], [-0.84830, 2.42551, -7.69286], [-1.97618, 1.90002, -2.41690], [-3.51296, 2.69383, -2.01919], [-3.29185, 1.88902, -3.57980], [-1.81812, 4.39094, -2.61707], [-3.09015, 4.39247, -3.82650], [-1.34863, 6.45646, -9.02829], [-0.51876, 7.05841, -10.14310], [-0.40427, 8.48241, -9.98120], [0.54473, 8.90205, -9.13676], [1.27909, 8.18301, -8.52328], [0.58385, 10.43070, -9.10344], [-0.64553, 10.97136, -9.03253], [1.16613, 10.93248, -10.20859], [1.27162, 10.89837, -8.05462], [-2.32163, 6.94820, -8.96626], [-1.50183, 5.38940, -9.19556], [-0.86184, 6.58851, -8.06077], [-1.01336, 6.89377, -11.10069], [0.46712, 6.59462, -10.20600]], "forces_ev_per_angstrom": [[-1.64, -0.09, 0.29], [1.19, -0.35, -0.01], [-0.27, -0.05, 0.49], [-0.06, -1.11, 0.10], [-0.15, 1.20, 0.15], [1.26, -0.53, 0.06], [-1.05, 0.38, -0.05], [-1.71, -0.86, 0.29], [-0.79, 0.56, -1.02], [1.42, 1.53, -1.62], [1.28, 0.13, 0.35], [-0.03, -0.61, 0.80], [-1.11, -1.28, 1.59], [-0.44, -0.82, 0.41], [0.13, -0.27, 0.59], [0.21, -0.53, 0.78], [0.80, 0.42, 0.18], [0.32, 0.39, -0.91], [0.85, -0.08, -0.85], [-0.16, -0.30, 0.93], [0.65, 0.92, 0.08], [-0.52, 0.51, -0.71], [0.50, 0.88, -0.10], [-0.83, -0.11, -0.79], [-0.76, -0.58, -0.31], [0.42, 0.38, 0.65], [-0.21, 0.05, -1.05], [0.24, -0.76, 0.77], [-0.38, 0.47, -1.01], [0.41, -0.01, 0.92], [-0.47, -1.01, -0.12], [0.20, -0.17, 0.92], [0.00, -0.46, -0.92], [-0.27, 1.02, -0.49], [-0.50, 0.45, -0.94], [0.02, 0.69, -0.79], [-0.56, -0.56, 0.57], [0.55, 0.33, 1.06], [0.60, 0.65, 0.45], [-0.17, -0.27, -0.08], [-0.44, 0.62, 0.33], [0.34, -0.51, -0.43], [-0.37, 1.22, 0.56], [0.23, -0.54, -0.17], [0.67, -1.48, -0.35], [-0.17, 0.39, 0.00], [-0.29, 0.40, 0.14], [-0.19, 0.53, 0.21], [0.07, 0.12, 0.04], [0.08, -0.01, -0.03], [0.04, 0.12, -0.03], [0.17, -0.29, -0.07], [0.03, -0.25, -0.10], [-0.19, 0.24, 0.17], [0.58, -0.38, 0.26], [-0.45, 0.46, -0.28], [1.06, -0.81, 0.19], [-0.52, 0.26, -0.11], [-1.46, 0.60, -0.29], [0.50, -0.11, 0.04], [0.44, -0.12, 0.20], [1.06, -0.64, -0.22], [0.08, -0.10, -0.08], [-0.04, 0.01, -0.06], [0.10, -0.03, -0.08], [-0.30, 0.12, -0.08], [-0.20, 0.17, 0.04], [-0.02, -0.30, 0.15], [-0.10, 0.09, -0.77], [0.22, -0.11, 0.68], [-0.05, 0.48, -1.28], [-0.05, -0.13, 0.58], [-0.33, -0.31, 1.49], [0.21, 0.07, -0.38], [0.04, -0.04, -0.46], [0.03, 0.22, -0.52], [0.02, 0.14, -0.06], [0.01, 0.05, 0.06], [0.08, 0.08, -0.06], [-0.04, -0.04, 0.33], [-0.01, -0.16, 0.22], [0.01, -0.43, -0.29], [-0.47, 0.02, 0.65], [0.32, 0.02, -0.69], [-0.72, 0.34, 1.15], [0.40, -0.11, -0.46], [1.24, -0.40, -0.97], [-0.40, 0.15, 0.20], [-0.37, -0.02, 0.29], [-0.36, 0.20, 0.41], [0.01, 0.11, 0.06], [0.22, 0.05, -0.37], [-0.01, 0.10, -0.01], [0.23, -0.04, -0.21], [0.11, -0.13, -0.19], [-0.02, 0.20, 0.30], [-0.22, -0.72, -0.06], [0.34, 0.62, 0.09], [-0.31, -1.27, -0.40], [0.07, 0.58, 0.10], [-0.01, 1.54, 0.19], [0.13, -0.42, -0.03], [-0.06, -0.46, 0.07], [-0.08, -0.53, -0.18], [0.00, -0.08, -0.14], [0.03, 0.05, -0.03], [0.07, -0.09, -0.08], [0.02, 0.33, 0.02], [0.03, 0.22, 0.15]], "spin_multiplicity": 1, "relative_energy_kj_mol": 207.9, "smiles": "CCCCCCCc1ccc2c(c1)C(=O)C=CC2=O.CCOC(=O)C(F)(F)F.CCOC(=O)C(F)(F)F.CCOC(=O)C(F)(F)F.CCOC(=O)C(F)(F)F.CCOC(=O)C(F)(F)F"}

=====

Record 4
{"formula": "C3H3O2", "method": "ωB97M-V with the def2-TZVPD basis set", "species": ["C", "C", "C", "O", "O", "H", "H", "H"], "coordinates": [[-0.86343, -0.10216, 0.49519], [1.04825, 0.04212, -1.50300], [0.41041, 0.26948, 0.91187], [1.74099, 0.00682, -2.39583], [1.37807, 0.66806, 1.41083], [-0.87308, -1.18336, -0.01540], [-1.36223, 0.46526, -0.21656], [-1.47899, -0.16623, 1.31289]], "forces_ev_per_angstrom": [[0.13, -4.32, -1.63], [1.71, 0.01, -1.92], [4.94, 2.69, 2.19], [-1.15, 0.04, 1.32], [-4.37, -2.11, -2.26], [0.48, 2.08, 1.26], [-0.24, 1.77, -1.46], [-1.50, -0.17, 2.50]], "charge": 1, "spin_multiplicity": 1, "relative_energy_kj_mol": 60.7}

=====

Number 1: total energy -131517.2171 eV, orbital gap 5.58 eV, LUMO level -10.41 eV. Number 2: total energy -8695.7797 eV, orbital gap 8.36 eV, LUMO level -0.04 eV. Number 3: total energy -104430.5361 eV, orbital gap 8.30 eV, LUMO level -1.36 eV. Number 4: total energy -7245.0157 eV, orbital gap 12.34 eV, LUMO level -6.10 eV.